Record 1
This record from the Open Molecules 2025 dataset describes a molecular structure, C33H33BrLuN9O2S. The level of theory is ωB97M-V with the def2-TZVPD basis set.

Charge: +2
2S+1: 1
Energy above the lowest of the compared OMol25 structures with the same formula, charge and spin, kJ/mol: 30.4

Geometry as XYZ:
```
80
C33H33BrLuN9O2S | the Open Molecules 2025 dataset | ωB97M-V with the def2-TZVPD basis set
Lu -0.4465 0.2506 -0.3503
Br -1.3899 2.0440 1.7357
S -0.9139 -1.3459 2.8325
O 4.7135 -2.1076 -0.1204
O 1.1032 -0.2985 -1.3482
N -2.5329 -3.4397 1.3501
N -1.4975 -1.5732 -1.5086
N -0.9589 2.0643 -1.8162
N -1.1469 -1.5588 1.1451
N 1.3354 0.9021 1.0200
N -1.0858 2.9720 -2.7056
N -2.0994 1.3508 -1.6579
N 2.4519 0.6601 0.2725
N -2.3434 2.8670 -3.1430
C -2.0651 -3.9163 -2.8591
C -2.9587 1.8699 -2.5008
C 3.5310 -0.5141 -1.5345
C -1.8449 -2.5296 0.6537
C 3.0840 2.0973 7.0927
C -1.8646 -2.6507 3.5550
C -1.8931 -2.7634 4.9314
C 3.5696 0.2928 -2.6716
C -2.4889 1.7266 -5.7968
C 4.6827 0.3229 -3.4862
C -1.4128 -1.6367 -2.8375
C 1.0972 3.0960 6.1857
C -2.3702 3.2401 -5.6301
C 0.1844 1.9307 2.8406
C 1.1053 2.1788 5.1327
C 2.3086 -0.4753 -0.6647
C 4.6369 -1.2994 -1.2222
C -2.8509 3.7103 -4.2474
C -1.6986 -2.7819 -3.5572
C -3.3307 -4.5346 3.3558
C -2.1392 -3.8608 -1.4738
C 5.7615 -1.2753 -2.0401
C -1.8556 -2.6693 -0.8364
C 5.7832 -0.4695 -3.1613
C 2.0846 3.0607 7.1535
C -2.5773 -3.5381 2.7693
C 1.3900 1.5232 2.1323
C 2.1043 1.2010 5.0886
C 3.0878 1.1618 6.0649
C -3.3671 -4.6508 4.7399
C 0.0508 2.2727 4.1173
C -0.9532 3.7271 -5.9285
C -2.6472 -3.7695 5.5269
H -0.9064 2.6683 4.4443
H 6.6655 -0.4582 -3.7896
H 2.0720 3.7787 7.9638
H -3.8925 -5.2256 2.7350
H -1.6144 -2.7837 -4.6353
H 0.3165 3.8475 6.2372
H -0.2347 3.3310 -5.2059
H -3.0592 3.7107 -6.3341
H -3.9353 3.6810 -4.1723
H -1.3288 -2.0666 5.5440
H -1.0813 -0.7379 -3.3431
H 3.8633 -2.1843 0.3197
H -2.2746 -4.8430 -3.3794
H 6.6054 -1.9001 -1.7734
H -1.7295 1.2061 -5.2018
H -0.6424 3.3998 -6.9217
H -2.3196 1.4542 -6.8383
H -2.5162 4.7250 -4.0443
H -3.4796 1.3517 -5.5181
H 3.8543 2.0680 7.8528
H 2.7001 0.8968 -2.9033
H -3.9840 1.5694 -2.6564
H -3.9595 -5.4340 5.1945
H 2.2349 -1.3942 -0.0720
H -2.6652 -3.8580 6.6057
H 2.0801 0.4356 4.3177
H -2.3750 -4.7564 -0.9160
H -3.0813 -4.1110 0.8429
H 3.3517 0.7779 0.7206
H 2.3439 1.8207 2.5657
H 4.7023 0.9550 -4.3643
H -0.8949 4.8170 -5.9035
H 3.8517 0.3952 6.0312
```

---

Record 2
This record from the Open Molecules 2025 dataset describes 5 unconnected molecules or ions with the total composition C33H33F3NO2. The level of theory is ωB97M-V with the def2-TZVPD basis set.

Charge: +1
2S+1: 1
Calculated total energy, hartree: -1781.24253

Geometry as XYZ:
```
72
C33H33F3NO2 | the Open Molecules 2025 dataset | ωB97M-V with the def2-TZVPD basis set
F 7.0712 2.6018 -0.1230
F 0.9522 3.6016 2.1060
F 3.2038 -2.2546 2.9356
O 1.1836 2.9682 -1.4086
O 0.8745 4.0115 0.8507
N 2.7608 -1.1354 2.2580
C 3.8098 -0.2392 1.5914
C -2.8076 -0.1381 6.7302
C -2.1962 1.5068 5.0701
C -0.8392 -3.5158 -0.8231
C -2.6045 5.7679 -1.0547
C -3.3879 -8.2055 -4.8079
C 1.2654 -0.8557 2.2247
C -0.2087 5.8989 -1.3375
C -1.6697 7.1001 -2.8400
C 4.5490 2.0641 0.0101
C -0.2790 -1.2437 -1.4223
C -2.7800 6.6121 -2.1516
C -3.1181 1.0000 5.9855
C -1.3191 5.4078 -0.6513
C -1.6779 -3.6026 -1.9340
C -1.5774 -0.7712 6.5550
C -1.5685 -6.0910 -4.8481
C 0.6545 0.4949 1.4606
C 1.7626 1.5030 0.7245
C -2.9258 -5.8398 -4.6491
C -0.6540 -0.2622 5.6423
C 1.2604 2.8892 -0.0609
C -0.3840 6.7474 -2.4308
C -1.1209 -7.4000 -5.0283
C -1.1206 -1.3292 -2.5310
C -3.8363 -6.8960 -4.6333
C 3.3848 1.1306 0.7627
C 5.8342 2.9357 2.1624
C -0.9623 0.8792 4.9016
C 6.0040 2.0234 0.7764
C -1.8168 -2.5096 -2.7898
C -2.0302 -8.4570 -5.0032
C -0.1359 -2.3386 -0.5696
H -0.4859 0.7648 1.4222
H 0.3056 -0.7543 5.5076
H -0.7331 -4.3668 -0.1549
H 6.8546 3.0126 2.7465
H -3.2743 -4.8197 -4.5070
H 0.4750 -1.5625 2.7358
H -0.0639 -7.5958 -5.1871
H -1.3376 -1.6617 7.1310
H 4.1496 3.1415 -0.2247
H -2.2232 -4.5213 -2.1331
H 5.0033 2.3795 2.7947
H -0.8594 -5.2676 -4.8627
H 4.9362 -0.5793 1.6995
H -4.0968 -9.0292 -4.7918
H 5.4411 3.9953 1.7885
H -1.1824 4.7445 0.1991
H -3.4692 5.3905 -0.5158
H -2.4680 -2.5777 -3.6567
H -1.6806 -9.4777 -5.1367
H -0.2416 1.2783 4.1931
H 0.2653 -0.3246 -1.2221
H 0.4809 7.1323 -2.9640
H 4.7195 1.5292 -1.0436
H -1.2333 -0.4753 -3.1946
H 0.5227 -2.2737 0.2923
H -3.5246 -0.5317 7.4454
H -1.8067 7.7567 -3.6958
H 0.7930 5.6207 -1.0207
H -4.8943 -6.6995 -4.4837
H -3.7818 6.8889 -2.4691
H -4.0782 1.4914 6.1190
H 6.3769 0.9409 1.0519
H -2.4393 2.3922 4.4880
```

---

Record 3
This record from the Open Molecules 2025 dataset describes 2 unconnected molecules or ions with the total composition C33H33N4O2. The level of theory is ωB97M-V with the def2-TZVPD basis set.

Charge: +1
2S+1: 1
Energy above the lowest of the compared OMol25 structures with the same formula, charge and spin, kJ/mol: 38.8

Geometry as XYZ:
```
72
C33H33N4O2 | the Open Molecules 2025 dataset | ωB97M-V with the def2-TZVPD basis set
O 3.5943 0.3246 2.8855
O -6.3432 2.5281 1.1104
N -0.0994 -2.0643 -1.2523
N 2.6361 -1.1665 -2.6953
N 2.3214 -2.4720 -2.9546
N 3.9084 -1.1170 -2.4039
C -2.1404 -3.2352 -1.2183
C -1.4151 -1.9606 -0.7286
C 1.2986 1.1830 2.8490
C 5.8052 -2.6735 -2.0846
C 0.1576 -3.2316 -2.0216
C -6.5819 3.8170 1.6072
C -6.1902 4.1694 2.9005
C 0.9717 -2.9187 -3.2832
C 2.4902 0.5358 0.8009
C -2.8768 1.3779 1.5653
C 4.4296 -2.3930 -2.4222
C -4.1873 1.7258 1.8616
C -1.2323 -3.8255 -2.3074
C 8.0088 -1.8238 -1.4887
C -4.5757 2.2518 -0.4934
C 6.6714 -1.5950 -1.8042
C -0.9907 1.3755 -0.1320
C -5.0261 2.1670 0.8335
C 0.1477 1.2264 0.6880
C -7.2013 4.7307 0.7490
C 6.3093 -3.9993 -2.0156
C 1.3619 0.7840 0.0698
C -6.9765 6.4242 2.4627
C -3.2460 1.9988 -0.7563
C 2.4686 0.6825 2.2157
C 3.4072 -3.2588 -2.7757
C 3.6056 0.3628 4.3321
C -7.3651 6.0477 1.1728
C 7.6451 -4.2270 -1.6946
C 8.4972 -3.1415 -1.4329
C -6.3991 5.4853 3.3237
C -2.3392 1.5881 0.2622
C 0.1964 1.5114 2.0843
H 0.6335 -1.4347 -0.9537
H -7.8119 6.7751 0.4929
H 9.5431 -3.3229 -1.1858
H -0.6494 2.0073 2.5550
H -3.1393 -3.0102 -1.5954
H 3.4055 -4.3321 -2.8830
H -2.2209 -3.9431 -0.3886
H -0.8106 1.3824 -1.2100
H 1.0849 -3.8290 -3.8860
H -6.1092 5.7679 4.3376
H -1.9110 -1.0633 -1.1366
H -4.5765 1.6579 2.8794
H -2.2644 0.9306 2.3448
H -5.7275 3.4230 3.5466
H -2.8662 2.1094 -1.7711
H 0.7415 -3.9752 -1.4374
H 1.2749 1.3225 3.9345
H 3.4060 1.3786 4.7018
H -7.5050 4.4009 -0.2437
H 1.3900 0.6587 -1.0160
H 5.6299 -4.8287 -2.2197
H 0.4664 -2.1255 -3.8593
H -1.5534 -3.4880 -3.3009
H 8.0267 -5.2504 -1.6496
H 3.4146 0.2013 0.3294
H 8.6696 -0.9778 -1.2883
H -1.4454 -1.8418 0.3685
H 4.6188 0.0567 4.5995
H -1.1983 -4.9184 -2.2972
H 2.8748 -0.3459 4.7472
H -5.2655 2.5545 -1.2785
H 6.2610 -0.5841 -1.8483
H -7.1329 7.4501 2.8031
```

---

Record 4
This record from the Open Molecules 2025 dataset describes a molecular structure, C33H34Cl2GeN2O7SSeTl. The level of theory is ωB97M-V with the def2-TZVPD basis set.

Charge: -2
2S+1: 2
<S²>: 0.7543
Energy above the lowest of the compared OMol25 structures with the same formula, charge and spin, kJ/mol: 139.3

Geometry as XYZ:
```
82
C33H34Cl2GeN2O7SSeTl | the Open Molecules 2025 dataset | ωB97M-V with the def2-TZVPD basis set
Tl 1.1286 -0.4997 -0.1802
Se 3.3144 -0.5715 -2.6003
Ge -0.7770 1.6117 1.8764
Cl -2.1147 -2.9238 4.1284
Cl -4.6716 -6.3706 0.8804
S 2.8883 2.5945 1.1566
O -1.1108 -1.6714 -1.3364
O -1.0628 -1.8107 1.6237
O 3.5790 0.9261 -3.1546
O 4.1403 -1.6723 -3.4437
O 1.6923 -0.8933 -2.6106
O 0.0341 1.8069 -1.1333
O 3.7502 -0.6760 -0.9945
N 3.5500 1.3669 3.3883
N 4.3374 0.4133 1.4242
C -2.8218 5.1182 0.4665
C -3.5383 0.5399 1.5756
C 3.9692 0.2402 4.2025
C -1.8211 6.0592 0.2754
C -1.8433 -2.7597 1.4246
C -2.4682 -3.4785 2.5232
C -2.6431 1.1074 2.4815
C 0.4988 3.1503 4.1544
C -3.0337 -4.4009 -0.0160
C -1.2036 1.5834 -1.8182
C -1.0018 2.0967 -3.2390
C 1.0610 3.2812 5.4184
C 0.8128 0.9207 5.7750
C 0.0271 3.2087 -3.0325
C 3.6183 1.3520 2.0241
C -0.1931 4.4482 1.0238
C -0.5057 5.7185 0.5594
C -3.3083 -4.5422 2.3650
C 5.1895 -0.3944 3.5541
C -4.4175 1.1425 4.1272
C -1.7116 -2.7111 -1.1248
C -5.3021 0.5967 3.2084
C 0.9157 2.6020 -1.9548
C -1.1891 3.4966 1.2445
C -3.5943 -5.0045 1.0746
C 4.8240 -0.7620 2.1258
C 1.2162 2.1678 6.2350
C -3.0996 1.3901 3.7648
C -2.5042 3.8530 0.9448
C -2.1892 -3.2900 0.1204
C 0.2612 0.7963 4.5072
C 0.0780 1.9083 3.6835
C -4.8564 0.2892 1.9296
H -5.5424 -0.1410 1.2086
H -3.2463 -4.7668 -1.0146
H 0.9252 0.0480 6.4086
H 1.3925 3.3459 -1.3187
H -3.2990 3.1325 1.0960
H -4.7562 1.3763 5.1307
H 3.1670 -0.5018 4.3025
H -2.0627 7.0485 -0.0969
H -1.9896 2.1562 -1.3069
H 4.2066 0.6111 5.2022
H 5.5129 -1.2735 4.1139
H 1.6442 2.2740 7.2253
H 4.0582 -1.5474 2.1269
H -0.4582 4.1187 -2.6654
H -3.7388 -5.0313 3.2282
H 1.3733 4.2578 5.7706
H -1.9797 -3.3450 -2.0010
H -0.5710 1.3075 -3.8579
H 4.2137 0.2698 0.3880
H -1.9386 2.4360 -3.6839
H -3.1892 0.2743 0.5826
H -2.4180 1.8134 4.4942
H -3.8538 5.3687 0.2466
H 0.2831 6.4479 0.4117
H -6.3336 0.4135 3.4871
H 5.6812 -1.1471 1.5737
H 0.5977 3.4395 -3.9315
H 6.0066 0.3315 3.5399
H -1.4444 0.5229 -1.7802
H -0.0480 -0.1799 4.1446
H 2.8324 1.9733 3.7521
H 0.3822 4.0262 3.5293
H 0.8415 4.1893 1.2061
H 1.6875 1.9615 -2.3915
```

---

Q: Which value of 2S+1 does entry 4 give?
A: 2

---

Q: What is the charge in the first record?
A: +2

---

Q: Number 2 is which compound?
A: C33H33F3NO2